Computed, not measured: a structure of composition C47H31N5O6P2Sn at a distorted geometry, with ωB97M-V with the def2-TZVPD basis set.

The calculation puts the strongest force on any atom at 0.02918 Eh/bohr. The orbital gap is 6.83 eV. As for the relative energy (zero: lowest compared OMol25 entry of this formula, charge and spin): 0.000 eV. The lowest unoccupied orbital energy is -0.0438 hartree.

The geometry in XYZ format:
```
92
Properties=species:S:1:pos:R:3:nbo_charge:R:1
Sn 0.324 0.072 -0.394 2.09
N -3.064 0.511 0.943 -1.26
P -2.490 -1.036 0.389 1.12
C -3.913 -1.568 -0.633 -0.38
C -3.693 -2.497 -1.644 -0.20
C -4.738 -2.888 -2.473 -0.20
C -6.012 -2.384 -2.263 -0.19
C -6.245 -1.499 -1.214 -0.23
C -5.199 -1.083 -0.408 -0.15
C -2.804 -2.123 1.816 -0.38
C -3.549 -1.775 2.937 -0.15
C -3.813 -2.724 3.915 -0.22
C -3.339 -4.020 3.777 -0.20
C -2.587 -4.369 2.663 -0.20
C -2.313 -3.423 1.688 -0.19
P -2.145 1.838 0.307 1.08
C -3.195 3.252 0.810 -0.36
C -4.396 3.099 1.494 -0.16
C -5.190 4.209 1.755 -0.22
C -4.792 5.469 1.336 -0.20
C -3.590 5.625 0.657 -0.19
C -2.792 4.524 0.401 -0.20
C -2.490 1.914 -1.476 -0.39
C -3.631 1.413 -2.096 -0.23
C -3.787 1.555 -3.466 -0.16
C -2.842 2.248 -4.211 -0.19
C -1.732 2.797 -3.588 -0.18
C -1.545 2.611 -2.229 -0.19
H -2.960 0.550 1.956 0.41
H -2.711 -2.930 -1.780 0.23
H -4.549 -3.584 -3.280 0.23
H -6.828 -2.690 -2.904 0.22
H -7.246 -1.132 -1.026 0.22
H -5.373 -0.370 0.389 0.21
H -3.950 -0.776 3.058 0.19
H -4.403 -2.452 4.781 0.22
H -3.566 -4.762 4.532 0.22
H -2.218 -5.380 2.551 0.22
H -1.722 -3.692 0.818 0.24
H -4.727 2.118 1.805 0.21
H -6.130 4.084 2.276 0.22
H -5.424 6.327 1.523 0.22
H -3.279 6.604 0.318 0.22
H -1.858 4.646 -0.135 0.22
H -4.399 0.926 -1.514 0.23
H -4.654 1.125 -3.952 0.21
H -2.969 2.356 -5.280 0.22
H -0.995 3.337 -4.167 0.22
H -0.647 2.992 -1.751 0.22
C 0.624 1.173 3.894 -0.18
C 1.736 0.459 4.310 -0.20
C 2.411 -0.362 3.424 -0.17
C 1.971 -0.508 2.110 -0.03
C 0.852 0.210 1.714 -0.41
C 0.190 1.060 2.577 -0.23
C 2.670 -1.378 1.141 0.23
C 3.622 -2.340 1.549 -0.25
C 4.137 -3.197 0.629 -0.09
C 3.773 -3.080 -0.731 -0.12
C 4.239 -3.961 -1.736 -0.17
C 3.895 -3.759 -3.040 -0.20
C 3.117 -2.636 -3.399 -0.16
C 2.642 -1.784 -2.446 -0.23
C 2.909 -2.027 -1.083 0.26
N 2.336 -1.233 -0.121 -0.53
H 0.105 1.829 4.581 0.22
H 2.093 0.553 5.327 0.22
H 3.312 -0.860 3.752 0.22
H -0.643 1.657 2.231 0.22
H 3.901 -2.421 2.588 0.23
H 4.835 -3.971 0.926 0.22
H 4.871 -4.791 -1.447 0.22
H 4.236 -4.439 -3.808 0.22
H 2.909 -2.443 -4.444 0.23
H 2.079 -0.901 -2.715 0.23
O -0.847 -3.023 -5.751 -0.46
C -0.748 -2.448 -4.705 0.39
C -0.694 -3.074 -3.313 0.40
O -0.910 -4.226 -3.018 -0.52
C -0.384 -1.961 -2.413 0.21
C -0.313 -0.774 -3.089 0.24
O -0.020 0.326 -2.458 -0.80
C -0.605 -0.936 -4.517 0.39
O -0.757 -0.079 -5.352 -0.52
O -0.175 -1.974 -1.142 -0.78
O 1.805 1.596 -0.499 -0.68
N 2.735 1.449 -1.431 0.04
C 3.948 1.408 -1.004 -0.09
C 4.993 1.182 -1.969 0.26
N 5.841 0.963 -2.710 -0.27
C 4.315 1.489 0.391 0.26
N 4.576 1.528 1.508 -0.29
```